Entry 1:
Formula: C27H51N2OP3SeSn
Source: the Open Molecules 2025 dataset
Level of theory: wB97M-V/def2-TZVPD

CARTESIAN COORDINATES (ANGSTROEM)
Sn -0.73160 -0.26060 -1.75103
P -3.37229 -0.29229 -1.64764
P -0.10841 -2.77476 -1.25385
P -0.34163 2.33189 -1.02173
H 4.34465 -1.05637 -2.47057
C 4.26239 -0.04721 -1.98959
C 4.13864 0.04988 -0.64206
H 4.07830 -0.83232 -0.00100
C -4.05972 -0.12257 -3.33151
C -4.17347 -1.78977 -0.99050
C -4.14094 1.07871 -0.72774
C 1.68587 -2.91182 -1.02375
C -0.84875 -3.73682 0.08676
C -0.47390 -3.68395 -2.78784
C 1.43541 2.67365 -0.83311
C -1.11328 3.08463 0.43746
C -0.86917 3.32848 -2.45293
H 4.31781 0.80142 -2.64154
H 4.25647 1.00451 -0.15078
H -5.15407 -0.24305 -3.27583
H -3.62688 -0.88777 -3.99272
H -3.80235 0.85694 -3.75569
H -5.19888 -1.82599 -1.39523
H -4.19872 -1.76036 0.10813
H -3.62833 -2.69290 -1.29897
H -5.23125 1.02661 -0.87391
H -3.77781 2.05732 -1.06958
H -3.91184 0.99275 0.34564
H 2.02849 -3.85291 -1.47463
H 1.90429 -2.91362 0.05502
H 2.22505 -2.06509 -1.47767
H -0.61665 -4.80003 -0.09167
H -1.93619 -3.58363 0.11336
H -0.41481 -3.40943 1.04079
H 0.07107 -4.63792 -2.75034
H -0.17984 -3.10151 -3.67658
H -1.55671 -3.87518 -2.85433
H 1.64995 3.67867 -1.21964
H 2.04835 1.94192 -1.37685
H 1.71301 2.62369 0.22936
H -1.06999 4.17893 0.33768
H -0.58615 2.77254 1.35019
H -2.16279 2.76666 0.51471
H -0.35046 4.29791 -2.40464
H -1.95732 3.48682 -2.41100
H -0.62730 2.81066 -3.39288
C 0.81148 -0.11538 -5.61330
C 2.18443 -0.35017 -5.32334
C 3.16923 -0.23809 -6.32424
C 2.83134 0.09838 -7.63603
C 1.47541 0.32936 -7.92449
C 0.48745 0.24574 -6.93287
Se -0.76143 -0.28319 -4.43849
H 0.86765 0.07087 -2.48809
H 2.47416 -0.63403 -4.30809
H 4.20921 -0.42596 -6.06364
H 3.58731 0.18106 -8.41684
H 1.16368 0.57599 -8.95499
H -0.54326 0.44599 -7.17418
C 2.70517 1.97136 6.83013
C 1.18643 1.93392 6.82082
N 0.59992 0.92315 5.89838
C 0.84405 -0.46210 6.32845
C 0.25084 -0.74640 7.70246
C 0.58632 1.25918 4.54971
O 1.13240 2.25937 4.10002
C -0.25052 0.36760 3.66771
C -1.38252 -0.29492 4.13733
C -2.19042 -0.94684 3.22833
C -1.83475 -0.91269 1.88219
N -0.77753 -0.25496 1.38603
C 0.01126 0.37444 2.27748
H 3.13272 0.98835 7.07386
H 3.03102 2.68949 7.58509
H 3.08023 2.29346 5.86553
H 0.79678 1.68721 7.79971
H 0.80121 2.91438 6.50410
H 0.41290 -1.14643 5.58945
H 1.92933 -0.64807 6.35655
H -0.80629 -0.45909 7.75159
H 0.31342 -1.82218 7.88623
H 0.80151 -0.22693 8.49184
H -1.61611 -0.25104 5.21252
H -3.08217 -1.50626 3.52460
H -2.44919 -1.46515 1.14640
H 0.87909 0.89392 1.89231

Cartesian forces, eV/Å:
Sn 2.0165 0.4788 0.0980
P -1.2070 0.3272 -0.4790
P 0.2588 -0.3528 -0.4497
P -0.1391 0.2715 0.0356
H -0.2164 1.0086 0.4268
C -0.3218 -1.4866 1.4989
C 0.4590 -0.2925 -1.6441
H 0.1356 0.2125 -0.2407
C 0.4563 -0.1123 -0.1503
C 0.3760 -0.2647 0.1543
C 0.4024 0.1547 0.3945
C 0.1858 0.4253 0.1964
C -0.2099 0.2014 0.1605
C -0.2983 0.2151 -0.1207
C 0.1886 -0.3993 0.0159
C -0.3092 -0.0624 0.1260
C -0.1748 -0.1396 -0.0003
H 0.2527 0.3926 -0.1163
H -0.2773 0.1525 0.0765
H 0.3842 0.0718 -0.0170
H -0.2980 0.1387 0.1606
H -0.1438 -0.1862 0.1413
H 0.3573 -0.0036 0.2115
H -0.1619 0.0028 -0.3800
H -0.2780 0.1904 -0.0261
H 0.3218 -0.0262 0.0105
H -0.1530 -0.2883 -0.0687
H -0.1551 -0.0204 -0.2995
H -0.0896 0.2020 0.1561
H -0.0193 -0.0312 -0.3512
H -0.2039 -0.2763 0.0569
H -0.1102 0.3453 0.1180
H 0.3012 -0.2540 0.0109
H -0.1386 -0.1764 -0.2200
H -0.1996 0.2092 -0.0897
H 0.0377 -0.3158 0.3699
H 0.3398 -0.0397 -0.0039
H -0.0804 -0.2110 0.1345
H -0.1593 0.1636 0.0471
H -0.0956 0.0432 -0.2969
H -0.0037 -0.2662 0.0996
H -0.1518 0.1826 -0.3231
H 0.3028 0.2257 0.0234
H -0.2406 -0.2579 -0.1290
H 0.3195 0.0265 -0.0521
H 0.0293 0.2597 0.2242
C 0.0460 -0.1490 1.0736
C 0.6360 -0.2216 0.0291
C -0.5676 -0.2462 1.4755
C -0.8220 0.0918 -0.0452
C -0.8294 0.1329 -0.1734
C 0.2639 0.1199 -0.9940
Se 0.1351 0.1092 -2.6307
H 0.0807 -0.1958 1.3233
H 0.0024 0.1190 -0.3608
H -0.2388 0.0342 -0.0038
H -0.1860 -0.0442 0.2251
H 0.2186 -0.1045 0.7265
H -0.1304 0.0348 -0.2267
C 0.7992 -0.5933 -0.0828
C -1.6046 0.6210 -0.4330
N 3.0891 0.3851 2.0474
C -1.0308 -0.6118 -0.3333
C -0.1078 0.0070 0.4237
C -0.8403 0.7694 -2.8711
O -0.5368 -1.4951 1.2936
C 0.2388 0.3519 -0.9769
C 0.1909 0.4001 0.5813
C -0.3321 -0.4734 -0.3681
C -0.3433 -0.2206 -0.2275
N 0.3114 0.0340 0.5171
C -0.5728 -0.4128 0.4596
H -0.0892 0.3347 0.0596
H -0.1717 -0.0840 -0.0125
H 0.0437 0.0660 -0.1238
H -0.0257 0.0391 0.2035
H 0.0969 -0.3163 0.1065
H 0.2794 0.2512 0.1076
H -0.0518 0.3734 -0.1276
H 0.2027 -0.0365 -0.0145
H 0.0643 0.1679 -0.0033
H -0.1531 -0.2438 -0.0675
H -0.1332 -0.1798 -0.6286
H 0.3412 0.2915 0.0228
H 0.4039 0.4214 0.5338
H 0.0345 0.0354 0.0064

Values from the calculation:
**Frontier orbital gap (spin up / spin down)**: 5.2 / 4.4 eV
**Total charge**: +4
**ΔE to the lowest compared entry with this formula, charge and spin**: 0.0 kcal/mol
**HOMO level (spin up / spin down)**: -18.18 / -18.29 eV

***

Entry 2:
Formula: C27H52I2N6O4PSSi2Ti
Source: the Open Molecules 2025 dataset
Level of theory: wB97M-V/def2-TZVPD

CARTESIAN COORDINATES (ANGSTROEM)
Ti 1.52347 -0.27011 -0.45193
C -1.54532 -0.36182 -3.66781
Si 0.12624 0.45105 -3.38292
C 0.91857 0.77753 -5.06674
C -0.15062 2.14043 -2.63956
N 1.13177 -0.54770 -2.39263
C 1.74414 -1.66583 -2.96052
C 1.28784 -2.35681 -4.07854
C 1.97890 -3.45689 -4.58014
C 3.13132 -3.87754 -3.94205
C 3.57378 -3.22592 -2.79417
C 2.88233 -2.13041 -2.26060
N 3.18089 -1.43500 -1.09575
Si 4.72960 -1.81582 -0.40186
C 4.73168 -3.56260 0.33188
C 5.38983 -0.75664 0.97862
C 6.07336 -1.66092 -1.73744
H -2.35819 0.36509 -3.75816
H -1.73106 -0.99684 -2.80099
H -1.55505 -0.99540 -4.55768
H 0.16942 1.21608 -5.73534
H 1.31952 -0.11957 -5.53733
H 1.73513 1.49738 -4.96177
H -0.35520 2.86223 -3.43746
H 0.72296 2.47928 -2.07922
H -0.99871 2.12200 -1.95487
H 0.36903 -2.04601 -4.55974
H 1.60082 -3.98566 -5.44754
H 3.67904 -4.73791 -4.31026
H 4.45289 -3.60992 -2.29715
H 4.40043 -3.49996 1.37201
H 5.73492 -4.00246 0.32560
H 4.04874 -4.24255 -0.17674
H 4.80764 -0.83448 1.89449
H 5.45973 0.29799 0.72407
H 6.40300 -1.13231 1.17406
H 5.67623 -1.75338 -2.74966
H 6.85567 -2.41578 -1.60788
H 6.54146 -0.67701 -1.64490
O 1.46764 1.99584 2.10785
S 2.53505 1.35887 1.35942
O 3.84410 1.81205 1.74481
O 2.38260 -0.16039 1.38976
O 2.30313 1.54627 -0.15554
I 0.40038 -2.81119 0.14329
I 0.22230 -6.00415 0.59346
N -0.27708 0.14866 -0.00900
P -1.41984 0.72469 0.86455
N -1.78409 2.33605 0.56417
C -0.73032 3.32174 0.33600
C -0.66660 4.34010 1.47398
C -2.07707 4.76266 1.93102
C -3.11552 4.41199 0.86918
C -3.12612 2.91298 0.51817
N -1.23654 0.51041 2.50498
C -0.26904 -0.43131 3.08550
C -0.71371 -0.82159 4.48911
C -0.74063 0.39902 5.42604
C -1.02373 1.67833 4.62681
C -1.94016 1.35056 3.45550
N -2.95154 0.01702 0.67126
C -3.21561 -1.13477 1.54984
C -4.45312 -1.90077 1.12562
C -4.23877 -2.40426 -0.28947
C -4.17461 -1.21603 -1.24746
C -3.61995 0.09524 -0.63281
H -0.93248 3.83431 -0.61183
H 0.22163 2.81089 0.22783
H -0.10239 5.20924 1.12305
H -0.10139 3.90473 2.29804
H -2.11162 5.83463 2.14387
H -2.33608 4.26614 2.86774
H -2.90417 4.99252 -0.03351
H -4.12015 4.69930 1.19209
H -3.55601 2.80945 -0.48765
H -3.78052 2.36383 1.19765
H 0.72471 0.00823 3.12054
H -0.20622 -1.31585 2.45652
H -0.03409 -1.58734 4.86746
H -1.70587 -1.28165 4.43870
H 0.21062 0.49415 5.95532
H -1.51467 0.25992 6.18816
H -0.09622 2.08221 4.21392
H -1.47486 2.44653 5.26217
H -2.26357 2.25411 2.95266
H -2.85352 0.85500 3.83401
H -3.32173 -0.78697 2.57935
H -2.37356 -1.83850 1.52996
H -5.34322 -1.26014 1.17596
H -4.60104 -2.72623 1.82578
H -5.03161 -3.08856 -0.60220
H -3.30000 -2.96497 -0.31508
H -5.18669 -0.99690 -1.60228
H -3.59835 -1.48863 -2.12758
H -4.45839 0.79775 -0.55672
H -2.91588 0.53894 -1.34136

Cartesian forces, eV/Å:
Ti -0.1243 -0.0668 -0.8975
C -0.0573 -0.0119 -0.0609
Si 0.0234 -0.0211 -0.0532
C 0.0403 0.0445 0.0041
C -0.0456 -0.0075 0.0420
N 0.1146 0.1948 0.0082
C 0.0255 -0.0393 -0.0080
C 0.0101 0.0677 -0.0235
C -0.0089 0.0093 -0.0068
C 0.0057 0.0019 0.0248
C -0.1264 -0.0740 -0.0202
C 0.1326 0.0581 0.0189
N 0.0045 0.1714 -0.0214
Si -0.0677 -0.2101 0.1125
C -0.0017 0.0231 -0.0030
C 0.0056 0.0547 0.0566
C 0.0128 0.0513 -0.0717
H 0.0019 -0.0030 0.0111
H -0.0455 -0.0309 0.0279
H -0.0217 0.0032 0.0105
H 0.0155 0.0072 0.0005
H -0.0085 -0.0002 -0.0020
H 0.0010 -0.0130 0.0099
H -0.0149 -0.0085 -0.0013
H -0.0053 0.0037 -0.0179
H 0.0186 -0.0075 0.0034
H 0.0060 -0.0035 -0.0108
H -0.0034 0.0030 -0.0019
H 0.0021 -0.0032 0.0065
H -0.0204 -0.0353 0.0026
H -0.0087 -0.0025 -0.0002
H -0.0063 0.0010 0.0089
H -0.0155 -0.0243 -0.0245
H -0.0219 0.0066 0.0046
H -0.0135 0.0732 -0.0031
H -0.0208 -0.0023 -0.0038
H 0.0493 0.0256 0.0532
H 0.0004 0.0025 0.0036
H 0.0136 0.0082 0.0005
O -0.0169 0.0464 0.0289
S 0.0655 0.2597 0.1787
O 0.1142 -0.1227 -0.1209
O 0.1787 0.2272 0.3995
O -0.1534 0.0266 -0.0407
I -0.5567 -0.7987 0.2401
I 0.0775 0.0076 -0.0037
N 0.2982 0.4017 0.1943
P -0.2394 -0.4209 -0.0294
N -0.0468 0.0545 0.0397
C 0.0202 -0.0084 0.0150
C -0.0052 -0.0373 0.0149
C 0.0002 -0.0346 -0.0272
C 0.0116 -0.0141 -0.0060
C 0.0497 0.0248 -0.0188
N 0.2488 0.2255 -0.0262
C -0.0755 -0.0470 0.0039
C -0.0087 -0.0141 -0.0027
C -0.0092 -0.0067 -0.0004
C -0.0154 -0.0082 -0.0048
C -0.0033 -0.0917 0.0113
N 0.1174 -0.0654 -0.0920
C -0.0493 0.0376 0.0409
C -0.0157 -0.0001 -0.0102
C 0.0028 0.0092 -0.0024
C 0.0253 0.0227 0.0022
C -0.0376 -0.0250 0.0322
H 0.0210 -0.0036 0.0077
H 0.0332 -0.0305 0.0232
H 0.0104 0.0013 0.0103
H 0.0144 -0.0139 0.0074
H -0.0052 0.0023 -0.0122
H -0.0158 -0.0359 0.0338
H 0.0103 -0.0043 0.0011
H -0.0032 0.0036 -0.0070
H -0.0222 -0.0113 0.0149
H 0.0191 0.0102 0.0355
H 0.0530 0.0578 -0.0045
H 0.0286 0.0013 -0.0280
H -0.0131 -0.0045 0.0097
H 0.0017 0.0121 -0.0087
H 0.0120 0.0029 -0.0227
H 0.0146 -0.0018 0.0169
H 0.0053 0.0044 0.0017
H -0.0023 -0.0060 -0.0007
H -0.0106 0.1062 -0.0475
H -0.0126 0.0168 0.0060
H -0.0399 -0.0006 -0.0231
H 0.0040 -0.0026 0.0085
H 0.0011 -0.0047 0.0117
H -0.0019 -0.0091 -0.0084
H 0.0110 -0.0098 -0.0001
H 0.0074 0.0171 -0.0004
H 0.0048 0.0074 0.0008
H 0.0555 -0.0074 -0.0468
H -0.0134 -0.0066 0.0197
H 0.0105 0.0145 0.0063

Values from the calculation:
**<S²>**: 0.758
**Frontier orbital gap (spin up / spin down)**: 5.9 / 5.1 eV
**Total charge**: -2
**HOMO level (spin up / spin down)**: -1.68 / -1.71 eV
**2S+1**: 2